Density functional theory data (ωB97M-V/def2-TZVPD) for a structure of composition C48H48AsF6O18V.

```
122
Properties=species:S:1:pos:R:3
O -5.08612 -1.37003 2.68938
V -4.27574 -2.63970 2.25522
O -5.23548 -3.95894 2.48314
As 0.03533 1.59990 0.84527
F 1.08287 0.28403 0.11204
F 0.78517 1.23835 2.41042
F -0.96713 2.94741 1.61943
F -0.64026 1.92841 -0.85798
F -1.23374 0.33536 1.18519
F 1.31242 2.81839 0.45971
C -1.10288 -8.29867 -0.01365
C -1.40556 -7.11423 0.67661
C -0.39582 -6.19030 0.95121
C 0.86325 -6.39326 0.47174
C 1.15104 -7.49282 -0.34174
C 0.21550 -8.50421 -0.45445
O 0.52977 -9.72018 -1.04353
O -0.75745 -5.03440 1.64518
H -1.80464 -9.10915 -0.14428
H -2.46000 -7.00824 0.88469
H 1.58933 -5.64023 0.74033
H 2.15341 -7.75299 -0.64824
H -0.18978 -10.26343 -1.37326
H 0.02180 -4.64588 2.04941
C -1.88684 1.16101 7.71159
C -2.21817 0.19232 6.77138
C -2.54721 -1.11212 7.21721
C -2.51560 -1.41523 8.57731
C -2.22618 -0.41036 9.47888
C -1.95785 0.86731 9.04601
O -1.47119 1.70326 9.98048
O -2.97631 -2.06236 6.34194
H -1.57058 2.15722 7.43968
H -2.30988 0.45089 5.72681
H -2.78998 -2.37800 8.98251
H -2.28376 -0.60575 10.53949
H -1.05916 2.50031 9.63910
H -3.38031 -2.77312 6.84514
C 6.62603 2.03756 -3.46665
C 6.57780 1.05728 -4.47201
C 5.41259 0.83130 -5.22260
C 4.25207 1.48803 -4.94673
C 4.25946 2.36356 -3.82586
C 5.43843 2.67841 -3.13266
O 5.29986 3.49154 -2.01679
O 5.48916 0.05275 -6.39448
H 7.57767 2.19680 -2.98143
H 7.49871 0.59333 -4.79305
H 3.30641 1.32466 -5.44214
H 3.33598 2.80143 -3.47677
H 4.56138 3.18484 -1.48559
H 4.56342 -0.10690 -6.59228
C 0.26979 9.11595 3.62244
C 1.46960 9.77586 3.31928
C 2.64813 9.07864 3.15838
C 2.73221 7.69017 3.40726
C 1.47655 7.01889 3.52926
C 0.32087 7.73563 3.66477
O -0.84120 7.08633 3.81945
O 3.75127 9.63347 2.69903
H -0.68681 9.61430 3.67692
H 1.44394 10.84814 3.19302
H 3.59677 7.09937 3.14289
H 1.41644 5.94233 3.59111
H -0.83647 6.28362 3.29292
H 4.22662 8.97929 2.18165
C -8.16288 -0.96129 -2.73153
C -7.15086 -1.65079 -2.07993
C -5.75918 -1.36186 -2.24511
C -5.42339 -0.38254 -3.08308
C -6.41253 0.35509 -3.76062
C -7.81000 0.05406 -3.58833
O -8.73502 0.86876 -4.20559
O -4.75308 -2.01479 -1.53610
H -9.20812 -1.12690 -2.51604
H -7.43693 -2.40705 -1.36394
H -4.38369 -0.28093 -3.35714
H -6.10061 1.05191 -4.52452
H -8.25120 1.42749 -4.81824
H -3.96971 -2.00140 -2.09087
C -1.07968 5.95373 -8.79811
C -1.50541 4.90148 -8.04084
C -1.59494 4.97580 -6.66149
C -1.33719 6.14052 -5.98324
C -0.98312 7.27838 -6.71871
C -0.88197 7.15455 -8.12642
O -0.45516 8.25482 -8.82925
O -1.92496 3.80350 -5.96851
H -1.00218 5.89857 -9.87391
H -1.72999 3.94240 -8.48369
H -1.52594 6.22991 -4.92361
H -0.92896 8.23549 -6.22131
H -0.43018 8.05579 -9.76807
H -1.69067 3.82177 -5.03770
C 0.13187 -4.74178 -6.34496
C -0.37444 -4.17637 -5.14809
C 0.51191 -3.47462 -4.22731
C 1.87171 -3.44143 -4.53272
C 2.38706 -4.19482 -5.58338
C 1.53629 -4.71978 -6.55566
O 2.15817 -5.09218 -7.68899
O 0.03767 -2.98110 -3.05128
H -0.39437 -5.25595 -7.13560
H -1.44679 -4.24277 -5.03831
H 2.60262 -2.90988 -3.94143
H 3.46338 -4.18407 -5.67181
H 3.00243 -5.50056 -7.48393
H 0.69992 -2.40396 -2.66405
C 2.99944 -4.86205 6.05229
C 3.54081 -5.53680 7.15249
C 3.88797 -4.78331 8.31304
C 3.39747 -3.48467 8.42837
C 2.81891 -2.83275 7.29455
C 2.63954 -3.53221 6.10926
O 2.17783 -2.91929 4.96719
O 4.61831 -5.42181 9.33970
H 2.76819 -5.45104 5.17707
H 3.89114 -6.54605 6.99411
H 3.42569 -3.02614 9.40580
H 2.58859 -1.77778 7.27492
H 2.64281 -2.08266 4.89342
H 4.86422 -4.82810 10.05288
```

Output
Calculated total energy: -6990.973371 hartree
HOMO energy: -7.5829 eV
LUMO level: -5.66 eV
Gap between HOMO and LUMO: 0.0705 Eh

Here are the Löwdin charges for atoms 1 to 2, given in e: -0.166, 1.320